Entry 1:
A gas-phase ion, C4H9FNO (charge +1), computed with ωB97M-V/def2-TZVPD.

Last column: natural (NBO) charge in e.
Positions of all 16 atoms, in Å:
C 2.132 -0.507 -0.393  -0.293
C 0.994 0.065 -0.656  -0.322
C -1.305 -0.724 -0.553  0.028
C -0.195 -0.046 0.231  0.312
N -0.546 1.383 0.502  -0.681
O 0.047 -0.626 1.427  -0.705
F -2.481 -0.216 -0.087  -0.347
H 3.022 -0.115 -0.828  0.236
H 2.167 -1.140 0.604  0.238
H 0.884 0.743 -1.582  0.224
H -1.193 -1.799 -0.153  0.195
H -1.163 -0.591 -1.653  0.212
H -0.777 1.454 1.487  0.475
H -1.262 1.670 -0.167  0.450
H 0.191 1.932 0.152  0.446
H -0.517 -1.485 1.671  0.531

Results
Frontier orbital gap = 11.29 eV
SMILES = C=C[C@]([NH3+])(O)CF
LUMO = -3.57 eV
Charge = +1

***

Entry 2:
A molecular structure, C15H13BrMnN3O6S3, computed with ωB97M-V/def2-TZVPD.

Last column: natural (NBO) charge in e.
Positions of all 42 atoms, in Å:
Mn -0.369 0.205 -0.060  1.188
O -2.246 -0.482 -0.727  -1.011
S -2.632 0.541 0.319  2.517
O -4.032 0.641 0.614  -0.969
O -1.961 1.782 -0.189  -1.024
O -1.751 0.123 1.487  -1.024
O 4.045 1.196 0.516  -0.697
C 4.607 -0.006 0.274  0.340
C 6.000 -0.099 0.309  -0.290
C 6.623 -1.309 0.071  -0.190
C 5.873 -2.450 -0.203  -0.280
C 4.494 -2.354 -0.239  -0.155
C 3.839 -1.145 -0.008  -0.146
C 2.346 -1.061 -0.056  0.573
O 1.805 0.066 0.241  -0.814
N 1.707 -2.135 -0.418  -0.457
N 0.318 -1.908 -0.464  -0.400
C -0.315 -3.013 -0.398  -0.042
S -2.063 -3.172 -0.496  0.383
C -2.035 -4.961 -0.665  -0.560
C -0.909 -5.506 0.187  -0.549
S 0.573 -4.539 -0.184  0.279
H 3.064 1.030 0.481  0.514
H 6.567 0.797 0.527  0.212
H 7.705 -1.366 0.099  0.199
H 6.359 -3.400 -0.385  0.202
H 3.881 -3.220 -0.449  0.233
H -1.891 -5.230 -1.713  0.208
H -3.012 -5.320 -0.338  0.224
H -0.690 -6.549 -0.050  0.218
H -1.155 -5.426 1.246  0.214
Br 0.695 1.724 -2.460  0.109
C 0.930 2.892 -0.987  0.177
C 1.353 4.197 -1.194  -0.265
C 1.482 4.995 -0.073  -0.160
C 1.189 4.475 1.179  -0.258
C 0.774 3.157 1.263  0.080
N 0.657 2.382 0.188  -0.455
H 1.563 4.558 -2.190  0.228
H 1.804 6.024 -0.179  0.213
H 1.274 5.076 2.073  0.218
H 0.516 2.697 2.208  0.216

Results
2S+1 = 2
Frontier orbital gap (alpha / beta) = 7.47 / 7.27 eV
LUMO (alpha / beta) = 2.48 / 2.48 eV
Charge = -1

***

Entry 3:
A molecular structure, C4H5KLiO, computed with ωB97M-V/def2-TZVPD.

Last column: natural (NBO) charge in e.
Positions of all 12 atoms, in Å:
O -1.432 1.372 0.065  -0.665
C -0.877 0.349 0.063  0.635
C -0.562 -1.022 -0.055  -0.584
Li -1.282 2.927 -1.162  0.295
K -2.678 3.231 2.145  0.711
H -0.823 -1.371 -1.054  0.264
H -0.941 -1.664 0.740  0.299
C 0.873 -0.620 0.284  -0.244
C 1.904 -0.894 -0.542  -0.364
H 2.930 -0.778 -0.214  0.220
H 1.129 -0.311 1.297  0.232
H 1.759 -1.219 -1.565  0.201

Results
Frontier orbital gap (alpha / beta) = 4.21 / 6.34 eV
LUMO (alpha / beta) = -3.46 / -3.64 eV
Charge = +1

***

Entry 4:
7 unconnected molecules or ions with the total composition C23H50NO19S3, computed with ωB97M-V/def2-TZVPD.

Last column: Mulliken charge in e.
Positions of all 96 atoms, in Å:
C 36.656 37.119 11.918  -0.790
N 37.356 38.269 12.626  1.148
C 36.379 38.969 13.470  -1.163
C 38.593 37.927 13.379  -0.849
C 37.737 39.330 11.544  -0.425
C 38.584 40.571 11.941  -0.845
O 38.491 41.657 11.026  -0.459
H 35.671 37.273 11.318  0.258
H 36.456 36.116 12.526  0.154
H 37.380 36.657 11.113  0.377
H 35.305 39.162 13.264  0.208
H 36.833 39.867 14.036  0.175
H 36.151 38.149 14.118  0.458
H 39.427 37.662 12.733  0.396
H 38.424 37.190 14.150  0.151
H 38.870 38.799 13.986  0.397
H 36.831 39.732 11.023  0.287
H 38.185 38.905 10.517  0.390
H 39.489 40.359 12.251  0.598
H 38.120 41.111 12.847  0.243
H 39.195 42.288 11.284  0.322
O 38.937 40.483 7.858  -0.537
S 39.008 41.599 6.955  1.137
O 39.107 41.272 5.516  -0.640
O 37.513 42.439 7.128  -0.300
C 36.351 41.770 6.575  -0.191
C 35.177 42.720 6.732  -1.073
C 40.210 42.759 7.623  -1.075
H 36.036 40.820 6.944  0.314
H 36.570 41.232 5.554  0.338
H 34.814 42.922 7.665  0.201
H 34.212 42.266 6.136  0.296
H 35.334 43.695 6.273  0.343
H 41.164 42.272 7.821  0.342
H 39.643 42.995 8.438  0.303
H 40.285 43.501 7.109  0.545
O 38.909 35.507 18.171  -0.631
S 37.928 36.399 17.652  1.073
O 37.574 36.383 16.260  -0.461
O 36.411 36.229 18.346  -0.145
C 36.025 34.833 18.412  -0.253
C 34.735 34.981 19.117  -0.920
C 38.481 38.048 18.064  -1.012
H 36.881 34.315 18.934  0.400
H 35.915 34.461 17.370  0.158
H 33.969 35.748 18.459  0.086
H 34.772 35.029 20.217  0.359
H 34.392 33.804 19.016  0.327
H 37.665 38.930 17.834  0.141
H 39.560 38.183 17.808  0.396
H 38.515 38.006 19.191  0.423
O 36.431 33.523 11.524  -0.598
S 36.059 32.495 12.411  1.182
O 36.518 31.113 12.139  -0.654
O 36.936 32.776 13.795  -0.269
C 38.312 32.986 13.682  -0.284
C 38.825 33.064 15.189  -0.612
C 34.369 32.376 12.695  -0.522
H 38.553 34.035 13.031  0.145
H 38.688 32.088 13.147  0.436
H 40.002 33.224 15.026  0.271
H 38.554 32.267 15.982  0.290
H 38.302 33.891 15.490  -0.046
H 34.240 31.923 13.666  0.362
H 33.771 32.129 11.791  0.356
H 33.987 33.341 12.982  -0.026
C 32.732 39.676 18.083  -0.648
C 34.282 39.375 17.942  -0.202
O 34.594 39.745 16.590  -0.280
C 33.491 40.025 15.952  0.705
O 33.356 40.262 14.722  -0.566
O 32.391 40.053 16.814  -0.353
H 32.742 40.294 18.815  0.463
H 32.307 38.853 18.333  0.474
H 34.333 38.206 17.931  -0.214
H 34.909 39.863 18.364  0.629
C 31.412 37.095 12.487  -0.651
C 32.459 36.261 11.605  -0.282
O 33.532 36.054 12.551  -0.139
C 33.244 36.539 13.746  0.588
O 33.941 36.415 14.730  -0.475
O 32.103 37.190 13.759  -0.362
H 30.687 36.416 12.684  0.370
H 30.988 37.926 12.098  0.468
H 32.657 36.952 10.572  0.222
H 31.826 35.468 11.131  0.267
C 31.473 43.271 11.406  -0.257
C 32.767 44.180 11.429  -0.401
O 33.855 43.334 11.540  -0.194
C 33.367 42.189 11.236  0.627
O 34.261 41.189 11.079  -0.645
O 32.068 42.115 11.274  -0.240
H 30.765 43.669 10.619  0.265
H 30.951 43.276 12.366  0.278
H 32.774 44.748 12.326  0.284
H 32.774 44.876 10.494  0.260

Results
Frontier orbital gap = 10.11 eV
LUMO = -1.83 eV
Charge = +1

***

Entry 5:
2 unconnected molecules or ions with the total composition C6H10, computed with ωB97M-V/def2-TZVPD.

Last column: natural (NBO) charge in e.
Positions of all 16 atoms, in Å:
C -0.766 -1.718 -0.119  -0.233
C -1.261 -1.004 -1.336  -0.431
C -1.281 -0.549 0.084  -0.171
C 0.523 1.056 0.067  -0.172
C 0.358 1.890 1.089  -0.400
C 1.520 -0.052 0.176  -0.639
H 1.175 -1.014 -0.206  0.219
H -0.677 -2.688 0.333  0.225
H -0.578 -0.588 -2.093  0.176
H -2.224 -1.325 -1.732  0.179
H -1.840 0.034 0.784  0.232
H 0.168 1.336 -0.926  0.206
H 0.058 2.918 0.938  0.199
H 0.627 1.574 2.097  0.186
H 2.389 0.310 -0.382  0.217
H 1.809 -0.179 1.224  0.208

Results
Frontier orbital gap = 9.70 eV
SMILES = C1=CC1.C=CC
LUMO = 0.98 eV
Charge = 0

***

Entry 6:
C2H4FNO3 in the gas phase, computed with ωB97M-V/def2-TZVPD.

Last column: natural (NBO) charge in e.
Positions of all 11 atoms, in Å:
C 0.627 -0.699 -0.348  0.044
C -0.504 0.428 0.232  0.182
N -1.882 -0.232 -0.028  0.256
O -2.218 -0.997 0.787  -0.141
O -2.454 0.144 -0.993  -0.379
O -0.367 1.593 -0.465  -0.680
F 0.151 -1.274 -1.490  -0.342
H 0.865 -1.417 0.343  0.167
H 1.474 -0.021 -0.543  0.172
H -0.504 0.637 1.375  0.201
H -0.827 1.511 -1.432  0.520

Results
2S+1 = 3
Frontier orbital gap (alpha / beta) = 7.82 / 7.21 eV
LUMO (alpha / beta) = 0.80 / -3.67 eV
Charge = 0

***

For reference, relative energy (zero: lowest compared OMol25 entry of this formula, charge and spin) by record: 37.0; 30.7; 42.2; 50.2; 97.8; 68.6 kcal per mole.